DFT (wB97M-V/def2-TZVPD) results for a 7-piece molecular cluster, C23H58NO22P5S overall in a non-equilibrium geometry.

Structure (XYZ):
```
110
Properties=species:S:1:pos:R:3:forces:R:3
S -12.51623 -1.83647 3.04582 -0.8 0.2 1.4
P -12.75225 8.21542 1.95213 -0.4 -3.0 -0.8
P -6.19335 -9.14096 -1.03368 1.6 0.9 2.2
P -7.37178 -0.64762 -3.66715 -1.6 1.2 -0.1
P -15.82041 -11.42099 3.77086 -2.2 -1.0 -1.0
P -7.74467 1.26825 9.46016 -0.1 1.4 2.7
O -8.35366 0.64166 -3.37983 1.3 -3.3 0.5
O -6.76587 -1.22670 -2.46519 -0.5 0.1 -0.5
O -17.15716 -12.07025 2.97799 1.9 0.9 1.9
O -13.33236 -2.47547 1.98924 1.9 0.6 1.2
O -11.38778 -2.48411 3.75166 -1.6 0.8 -1.6
O -7.26055 2.12570 10.62645 -0.8 -1.7 -3.2
O -12.57327 7.14028 0.67235 0.6 1.9 2.4
O -11.26955 8.59277 2.43667 -0.2 -0.2 -0.6
O -6.31270 0.13661 -4.61837 -2.8 0.7 0.7
O -8.25633 -1.70835 -4.59808 1.7 1.9 1.0
O -9.33651 1.33378 9.24269 0.3 0.7 0.0
O -7.55143 -0.29951 9.67556 -0.7 0.4 -0.5
O -13.62479 7.59862 2.97046 0.4 1.2 -0.5
O -16.07829 -10.39406 4.79930 0.5 -1.0 -1.0
O -7.54049 -8.73630 -1.41359 -0.3 -0.4 -0.5
O -13.32416 9.50696 1.24743 -0.2 0.0 1.3
O -15.20148 -12.80593 4.30179 0.0 0.4 -0.5
O -14.91452 -10.95107 2.50485 -3.9 -3.7 -0.4
O -5.66920 -8.31156 0.31229 0.0 -4.3 -1.8
O -7.10696 1.55941 8.03000 0.6 -0.8 0.5
O -5.93759 -10.67070 -0.51024 0.4 5.1 1.3
O -5.04644 -8.77459 -2.14949 -1.1 -3.6 1.6
N -17.99832 4.96513 6.56310 0.8 2.9 -0.1
C -18.00903 5.72675 7.70149 0.0 0.4 1.3
C -18.78520 5.09262 8.68866 1.0 -0.4 -2.1
C -12.07595 -0.10347 2.55911 0.3 0.3 0.8
C -7.17647 0.69175 6.86975 -1.5 1.7 -1.5
C -12.63855 10.16859 0.23793 -0.4 2.2 -1.8
C -4.82072 -7.47536 -2.51491 -0.7 2.3 -0.1
C -6.02983 -7.04744 0.62233 -1.0 3.1 -0.7
C -9.41925 -2.40114 -4.11893 -0.3 -0.1 -0.2
C -19.25362 3.93883 7.99814 -0.9 -0.6 1.0
C -6.51188 -11.78661 -1.08205 1.1 -0.7 -1.8
C -6.24523 -0.80712 9.88298 0.3 -0.6 0.3
C -5.31285 -0.58739 -5.18089 2.6 -1.8 -0.7
C -10.22731 2.32211 9.84218 -0.5 -0.4 0.3
C -18.84412 3.96769 6.70289 -0.5 -2.6 -0.4
C -18.22856 -11.29588 2.46500 0.5 0.2 -2.7
C -13.93269 -10.08600 2.64587 2.4 4.8 1.4
C -9.03851 1.31393 -4.41401 0.5 1.6 0.9
C -14.65107 -13.73585 3.34817 0.7 -0.1 -1.0
C -11.09582 9.57970 3.46765 -0.4 0.4 0.9
C -13.66032 0.26132 4.45784 -1.8 0.7 0.1
C -12.35719 0.74933 3.90244 1.9 -1.4 -1.1
C -13.75647 6.54088 0.08267 1.3 0.8 -0.9
C -13.81476 -1.27828 4.34694 1.7 -0.4 -0.8
H -5.00748 -1.32280 -4.43657 0.0 -0.9 -0.6
H -6.65881 -6.55696 -0.12059 0.4 0.0 -1.0
H -13.59948 -10.08362 3.68368 1.1 -0.2 -0.2
H -13.80518 7.06208 -0.87340 -0.5 -0.2 -0.2
H -5.76959 -6.95712 -2.65343 -0.2 0.1 -0.3
H -14.28387 -9.05798 2.55677 -0.8 0.4 0.2
H -4.35748 -0.09269 -5.35597 -0.3 1.2 0.3
H -19.19620 -11.79763 2.46803 0.1 0.1 1.4
H -14.70267 6.68304 0.60478 0.4 -0.3 0.4
H -18.20305 -10.21624 2.61270 -0.2 -0.2 1.1
H -13.65269 -14.06785 3.63296 0.1 0.6 0.4
H -13.41571 5.52786 -0.13128 -0.7 -0.2 0.3
H -13.80866 0.63096 5.47246 0.3 -0.4 0.3
H -4.35281 -6.92078 -1.70152 0.6 0.0 -0.2
H -18.94389 5.25656 9.74428 0.1 0.5 -0.3
H -10.48554 2.03725 10.86212 0.3 -0.2 0.0
H -18.08642 -11.31550 1.38448 0.3 0.0 -0.5
H -18.99920 3.25521 5.90620 0.0 0.0 0.1
H -5.55090 -12.23484 -1.33446 -0.7 -1.4 -0.9
H -11.52786 9.27158 4.41976 -0.4 -0.3 -0.2
H -7.07260 -12.45195 -0.42552 -0.2 0.6 0.2
H -5.09051 -6.49897 0.69273 -0.4 0.5 0.6
H -5.55838 -0.94096 -6.18230 -0.4 -0.6 0.2
H -11.54525 10.53858 3.20947 -0.1 -0.1 -0.3
H -11.07884 0.01969 2.13637 0.4 -0.5 0.7
H -14.58314 -13.25073 2.37445 0.1 -0.1 0.0
H -9.20610 -3.46993 -4.10027 0.0 0.1 -0.2
H -7.71524 1.34413 6.18255 0.0 0.1 -0.4
H -8.67687 1.07047 -5.41303 -0.4 -0.1 0.1
H -12.64677 0.05733 1.64455 -0.9 0.5 0.5
H -12.09605 1.80739 3.88162 -1.3 0.4 -1.0
H -4.27114 -7.42714 -3.45499 0.2 -0.1 0.3
H -10.20021 -2.16296 -4.84105 0.0 -0.3 0.0
H -14.67734 -1.80133 3.93406 -0.4 0.9 0.0
H -10.06027 9.78411 3.73960 0.2 -0.5 -0.9
H -11.57818 0.56610 4.64249 0.4 -1.2 -0.1
H -6.35345 -1.67418 10.53460 0.1 0.3 0.4
H -19.77323 3.10156 8.44016 -0.3 0.2 0.0
H -5.80340 -1.24324 8.98706 -0.1 0.5 -0.4
H -17.51458 6.68583 7.65563 0.1 -0.1 0.4
H -11.56323 10.33651 0.29776 0.2 -1.3 0.2
H -9.93778 3.37236 9.87724 0.9 -0.3 -0.3
H -12.94212 11.21440 0.19056 -0.6 0.2 0.7
H -6.24552 0.52593 6.32758 0.4 -0.2 1.0
H -14.44037 0.82637 3.94760 -0.4 -0.5 -0.4
H -15.15392 -14.68612 3.16869 -1.0 0.4 0.6
H -17.52717 5.28767 5.72999 -0.3 -0.2 0.1
H -11.16876 2.31527 9.29288 0.2 -0.4 -0.3
H -5.62249 -0.02412 10.31566 0.2 -0.3 0.1
H -9.80596 -2.14101 -3.13360 0.5 0.4 0.1
H -7.04207 -11.40918 -1.95643 -0.5 -1.0 -0.1
H -8.73421 2.31877 -4.12110 -0.3 0.6 -1.0
H -7.85824 -0.15799 6.83473 0.5 -0.4 1.2
H -10.11058 1.29507 -4.21804 0.0 -0.6 -0.5
H -6.76045 -6.86299 1.40990 0.7 -0.9 1.1
H -13.59078 -1.79018 5.28283 0.4 0.1 -0.1
H -13.03953 9.87159 -0.73115 0.8 -0.8 -0.1
H -13.19024 -9.96423 1.85718 0.4 -1.6 0.1
```
Positions in Å, forces in eV/Å.

Gap between HOMO and LUMO in eV: 8.370
E_LUMO in eV: 0.2
SMILES: COP(=O)(OC)OC.COP(=O)(OC)OC.COP(=O)(OC)OC.COP(=O)(OC)OC.COP(=O)(OC)OC.O=S1(=O)CCCC1.c1cc[nH]c1

Löwdin atomic charge list, values in e, 6 entries: 0.75, 0.44, 0.53, 0.50, 0.50, 0.42